(1)
Computed, not measured: a molecular structure, C5H15N3O2Sn, with the ωB97M-V functional and the def2-TZVPD basis.

HOMO-LUMO gap in Eh: 0.2548
HOMO level in hartree: -0.606
Net charge: +2
LUMO level in eV: -9.57
DFT total energy in hartree: -727.97300

The geometry in XYZ format:
```
26
Properties=species:S:1:pos:R:3:lowdin_charge:R:1
C 1.2037 -2.0273 -1.4209 -0.360
C -1.4514 2.0142 3.5650 -0.622
O -1.4510 1.0146 2.8046 -0.202
H 0.7054 -3.0203 -3.2343 0.110
H -0.7153 -2.2678 -2.4326 0.086
H -0.8476 1.3376 -2.8603 0.101
H 0.0677 -2.7264 0.1760 0.088
C 1.6026 -0.6731 -1.9463 -0.183
Sn -1.1126 -0.2735 0.3797 1.717
H -0.0004 -3.7658 -1.7963 0.097
H -2.1951 1.0329 5.0982 0.128
N -0.8902 3.2078 3.2508 0.181
N 0.6147 -1.8897 -0.0262 -0.081
H 0.6219 1.0864 -3.7394 0.113
H 2.4490 -0.2515 -1.3959 0.149
H 1.3138 -1.9138 0.7156 0.119
H -1.2107 4.0340 3.7286 0.124
H -0.3450 3.3833 2.4276 0.112
H 1.9313 -0.7624 -2.9867 0.156
N -2.0212 1.9777 4.7919 0.195
C 0.2233 1.1791 -2.7267 -0.051
C 0.2167 -2.8158 -2.2838 -0.021
O 0.4044 0.0288 -1.9073 -0.350
H -1.8335 2.6912 5.4738 0.127
H 0.6579 2.0986 -2.3274 0.105
H 2.0616 -2.6985 -1.3276 0.162
```

(2)
Computed, not measured: 2 unconnected molecules or ions with the total composition C10H12N2O2S, with the ωB97M-V functional and the def2-TZVPD basis.

HOMO-LUMO gap (spin up / spin down) in Eh: 0.2824 / 0.2722
HOMO level (spin up / spin down) in hartree: -0.304 / -0.281
Net charge: 0
LUMO level (spin up / spin down) in eV: -0.59 / -0.24
DFT total energy in hartree: -1046.15354

The geometry in XYZ format:
```
27
Properties=species:S:1:pos:R:3:lowdin_charge:R:1
N -1.7400 0.3482 1.2371 -0.437
H -0.7646 -4.2454 -0.4045 0.104
H 1.3573 1.0796 -0.9982 0.163
H 1.8070 2.7658 -0.4965 0.126
C 2.3177 2.5901 2.2203 -0.118
C -1.3465 -3.1774 -2.3194 -0.076
C 2.1075 1.5486 1.1292 -0.468
H -1.1790 0.2859 -2.1895 0.113
C -1.5481 -1.8481 -2.7238 -0.079
H -1.8850 -1.8279 -3.7442 0.097
H 3.0780 1.0815 1.1305 0.093
C -0.7704 -2.3229 -0.1009 -0.117
H 2.4858 2.0961 3.2973 0.133
C -0.3959 0.7193 1.0170 -0.539
H 3.1443 3.2154 1.8413 0.090
H 1.4584 3.1038 2.2355 0.019
C -0.7798 -1.0880 -0.6039 -0.058
S 0.9572 0.1022 1.8810 1.007
C -0.9778 -3.3709 -1.0035 -0.079
H -1.4774 -4.0560 -2.8201 0.073
O -1.8649 -0.6022 2.0292 -0.013
H -0.7612 2.0878 -0.5147 0.127
C 1.2982 1.8752 -0.1014 -0.231
C -1.1411 -0.8023 -1.9029 -0.092
O -2.6823 0.9187 0.7050 0.052
N -0.1184 1.8501 0.2233 0.011
H -0.5792 -2.3273 0.9766 0.100
```

(3)
Computed, not measured: 3 unconnected molecules or ions with the total composition C11H25BF3N3O2, with the ωB97M-V functional and the def2-TZVPD basis.

HOMO-LUMO gap in Eh: 0.3446
HOMO level in hartree: -0.338
Net charge: 0
LUMO level in eV: 0.18
DFT total energy in hartree: -1073.22672

The geometry in XYZ format:
```
45
Properties=species:S:1:pos:R:3:lowdin_charge:R:1
H -4.2809 -0.9521 -2.8965 0.131
H 0.4860 1.8573 1.8105 0.078
H 1.1549 4.1274 1.0451 0.075
H -2.9771 -4.8265 -3.7416 0.089
H 1.4148 3.9467 4.1909 0.108
H 1.2812 -0.0204 -3.3347 0.091
H -5.3745 -4.0805 -3.2987 0.089
C -0.3581 1.0944 -0.8569 -0.285
F 5.3476 -0.9808 2.1517 -0.014
H -0.4318 3.6922 3.6930 0.107
H -1.7159 -3.5890 -3.4661 0.088
H -0.0645 5.4052 1.7732 0.072
C 0.6732 3.7145 3.2862 -0.245
N 0.3705 0.0984 -1.4714 -0.187
H -0.9902 1.6624 -1.5590 0.137
C -2.6999 -3.7815 -3.9040 -0.048
C 0.2874 -0.1467 -2.8958 -0.066
C 0.8822 4.7609 2.0133 -0.146
C -4.8004 -3.4686 -2.5971 -0.066
C 1.1738 2.2247 2.7144 -0.205
F 3.3538 -2.2437 1.4931 -0.002
H -5.4482 -2.6887 -2.1876 0.085
H 1.9782 1.5126 4.7438 0.111
N 1.6035 -0.2354 3.4037 0.023
H -2.6544 -3.5751 -4.9776 0.095
F 3.6915 0.0003 0.7327 -0.042
N -3.6689 -2.8944 -3.2943 -0.209
H 1.8180 5.4305 2.2381 0.072
O -2.5557 -0.9798 -3.9678 -0.004
H 0.6539 -1.2375 0.0974 0.095
C -3.4866 -1.5317 -3.3948 -0.314
O -0.3361 1.3560 0.3392 -0.034
H 1.1845 -0.2454 2.4253 0.102
H 1.9877 -0.0925 -0.1774 0.068
H 3.7970 0.1698 4.0996 0.079
H 0.1471 1.0936 4.5232 0.128
H -0.0593 -1.1713 -3.0586 0.076
C 3.8762 -0.9196 1.9149 -0.191
C 1.1896 1.1257 3.9698 -0.224
H 2.2697 2.4295 2.2875 0.129
C 1.2469 -0.7300 -0.6694 -0.046
B 3.1174 -0.2935 3.2497 -0.072
H 1.7548 -1.4711 -1.2924 0.098
H -0.4077 0.5479 -3.3753 0.081
H -4.4313 -4.0946 -1.7795 0.090
```

(4)
Computed, not measured: a gas-phase ion, C14H27N2 (charge +1), with the ωB97M-V functional and the def2-TZVPD basis.

HOMO-LUMO gap in Eh: 0.2909
HOMO level in hartree: -0.434
Net charge: +1
LUMO level in eV: -3.88
DFT total energy in hartree: -658.82113

The geometry in XYZ format:
```
43
Properties=species:S:1:pos:R:3:lowdin_charge:R:1
H 0.6475 -1.2333 4.2849 0.116
H -0.9879 -1.0148 3.7782 0.118
H 0.1220 0.7473 -2.8647 0.113
H 1.7573 2.3532 -0.8353 0.152
C 0.4964 -0.7571 0.8801 -0.158
H -1.6721 -2.8601 -1.8720 0.100
H -0.2215 1.1795 4.3013 0.125
H 1.4354 -1.9268 2.3284 0.123
H -1.4242 -4.3307 -0.8186 0.090
H -1.7666 2.2746 0.3403 0.129
H 0.8839 -4.5790 -1.2673 0.093
H -0.2013 -2.4270 2.0318 0.118
C 0.1536 0.6362 0.9167 -0.106
C 0.4174 -1.5434 2.1811 -0.110
C 1.1686 1.4592 -1.1442 -0.128
H 2.0100 -3.4119 -0.6464 0.085
H -0.5912 2.9898 -3.6702 0.121
C -1.3035 2.8756 -1.6686 -0.163
N 0.0096 1.3378 -0.2432 -0.052
H 0.4486 3.7485 -2.4887 0.123
H -1.3856 1.1840 2.2370 0.157
H -2.1041 2.1847 -1.9391 0.122
H 1.3186 -1.1258 0.1749 0.171
N -0.0005 -2.8055 -0.5971 -0.276
H -0.9909 -1.0237 -0.5268 0.129
H 1.3035 -3.1276 -2.2517 0.092
H 1.5192 1.6991 -3.2557 0.124
H 1.8509 0.5960 -1.0749 0.128
C -0.2824 1.3093 2.1742 -0.106
C -1.3422 -3.2565 -0.8926 -0.077
C 0.0440 -0.8096 3.4864 -0.169
C 0.0578 -1.3387 -0.5299 -0.162
C -0.1793 2.8770 -2.6743 -0.196
H -1.7655 3.8650 -1.6060 0.126
C 1.0968 -3.5088 -1.2349 -0.068
H 1.3231 0.9314 3.5637 0.124
C 0.2648 0.6949 3.4507 -0.179
H 0.5056 -0.9401 -1.4778 0.132
H -0.3432 3.3372 0.2514 0.137
C -0.8765 2.5112 -0.2497 -0.140
H -0.0888 2.3953 2.1550 0.134
H -1.9830 -2.8067 -0.1330 0.087
C 0.6758 1.6404 -2.5733 -0.177
```

(5)
Computed, not measured: a molecular structure, C5H19BF4O5Ti2, with the ωB97M-V functional and the def2-TZVPD basis.

HOMO-LUMO gap (spin up / spin down) in Eh: 0.2262 / 0.3518
HOMO level (spin up / spin down) in hartree: -0.239 / -0.376
Net charge: 0
Spin multiplicity: 7
⟨S²⟩: 12.002
LUMO level (spin up / spin down) in eV: -0.35 / -0.65
DFT total energy in hartree: -2701.35575

The geometry in XYZ format:
```
36
Properties=species:S:1:pos:R:3:lowdin_charge:R:1
B -6.7351 25.2948 -1.4185 -1.328
F -6.2816 26.5667 -1.7581 0.093
H -3.1732 23.1656 -2.6434 0.078
C -3.6260 24.3535 -9.1125 -0.077
O -7.9698 24.4573 -6.4612 -0.170
C -3.6855 22.2269 -2.9095 -0.167
H -7.2248 24.4535 -5.8193 -0.008
H -3.3170 21.0847 -7.5817 0.077
F -8.0510 25.1606 -1.9341 0.066
F -6.7764 25.0926 -0.0626 0.191
H -4.5800 22.2194 -2.2790 0.064
H -7.8412 22.3639 -6.3046 0.067
C -4.4318 24.2269 -7.8478 -0.336
F -5.9161 24.3479 -2.0584 0.004
H -5.8120 23.5150 -5.6583 -0.016
O -3.9254 22.1584 -4.2810 -0.140
H -3.0344 23.4481 -9.2424 0.073
H -3.6687 19.3470 -7.7304 0.076
C -4.1004 20.3422 -7.7930 -0.146
H -4.9505 23.2538 -7.9363 0.098
H -2.9885 21.4527 -2.5939 0.085
H -4.2269 24.3641 -5.9212 0.010
H -4.6474 21.0389 -6.0518 0.030
O -3.6188 24.2930 -6.6806 -0.089
H -7.6732 23.0847 -7.9174 0.077
H -9.2650 22.9888 -7.2077 0.080
H -2.9786 25.2253 -9.2038 0.077
H -4.4132 20.6658 -8.7858 0.074
O -5.0778 20.5654 -6.7697 -0.137
H -4.6208 22.7723 -4.5755 0.000
H -4.3517 24.4488 -9.9252 0.081
H -5.2627 24.9397 -7.7487 0.114
Ti -5.1879 25.9778 -3.7420 0.892
Ti -7.4831 23.3932 -3.2917 0.859
C -8.2165 23.1493 -6.9677 -0.155
O -5.8445 23.9828 -4.8174 -0.496
```

(6)
Computed, not measured: a molecular structure, C40H39BBrIN9RhS, with the ωB97M-V functional and the def2-TZVPD basis.

HOMO-LUMO gap in Eh: 0.2355
HOMO level in hartree: -0.488
Net charge: +2
LUMO level in eV: -6.87
DFT total energy in hartree: -5445.37852

The geometry in XYZ format:
```
93
Properties=species:S:1:pos:R:3:lowdin_charge:R:1
C -3.3042 2.8689 1.4223 -0.726
C -2.1315 -0.5650 -1.8003 -0.674
H 0.2522 2.1776 4.4622 0.121
Br -2.1952 4.3611 3.6226 0.773
H -4.3765 0.1984 3.8703 0.121
H 1.5647 -1.9581 -2.3727 0.093
H -2.7156 4.5292 -4.1609 0.087
N 2.9562 1.0883 -0.3702 0.053
C -1.6567 1.4549 -3.0104 -0.603
C -5.5576 2.0259 1.3860 -0.071
C -2.3357 0.5786 3.3656 -0.016
C 3.0865 2.7303 3.6401 0.014
H -2.5154 -2.7565 1.4073 0.107
H 3.6115 1.9416 -3.4309 0.133
H -0.1474 -2.1305 -6.2871 0.114
C 0.0462 -3.5724 -0.4309 -0.083
H -1.6401 -4.3590 -1.5002 0.106
C -3.5129 -0.1503 3.3196 -0.028
N -0.7313 1.1571 -2.1817 -0.033
H -4.9568 3.7512 4.2376 0.111
C -4.3172 2.1614 0.7854 -0.154
S -2.9827 0.3101 -3.0095 1.159
H -1.6465 -6.5013 -0.2694 0.118
C 3.3540 -3.0756 1.3740 0.064
C 1.2395 -1.4560 -3.2757 -0.054
C 1.9656 1.9216 3.0879 -0.218
C 2.0829 -2.8268 0.8540 -0.186
H 4.3169 1.0271 1.4584 0.127
C 1.0360 -5.0352 1.1892 -0.004
H -6.7610 2.5097 3.0989 0.119
C 0.3122 -1.5630 -5.4886 -0.060
C -0.9046 -5.7474 -0.0426 -0.051
H 0.4022 0.2568 -6.6244 0.116
C -2.7309 3.6811 -3.4784 -0.085
H -3.4418 -2.1193 -1.6500 0.123
C 0.0739 -5.9928 0.9102 -0.039
C -2.4836 -1.7883 1.8926 -0.068
H -2.2834 1.4947 3.9414 0.093
H 0.0924 -6.9366 1.4384 0.121
I -1.4800 3.0573 0.4302 1.065
C 3.9729 -1.8448 1.5215 -0.228
C -5.7908 2.5988 2.6284 -0.065
C -4.7826 3.2995 3.2705 -0.119
H 5.9272 -1.0082 1.2778 0.095
C 0.6334 -2.1836 -4.2899 -0.061
C 0.0616 0.8386 2.7032 -0.249
H 4.5439 3.3893 -0.0715 0.095
H 0.0688 -2.6695 -1.0269 0.054
N 2.0006 0.3957 -1.0578 -0.011
N 3.1136 -0.8957 1.1174 0.064
H 5.6220 2.0217 -0.3552 0.091
C -3.5361 3.4347 2.6706 -0.753
H -4.5017 -1.9131 2.5938 0.120
H -0.3947 -1.5659 1.5755 0.081
H 1.4519 1.5546 -4.8109 0.122
H 3.7894 -4.0347 1.5974 0.130
N -2.6161 -1.6901 -1.2692 0.152
H -2.0531 -2.2388 -0.6413 0.041
H 5.8509 -2.4524 2.2901 0.095
C 3.6829 1.8118 -1.2325 -0.229
H -0.6653 3.0958 -3.8266 0.118
B 3.2501 0.6666 1.0829 -0.448
H -6.3448 1.4836 0.8785 0.114
H -4.1335 1.7275 -0.1899 0.080
N 2.1004 1.1787 1.9742 0.071
N 0.9495 0.5366 1.7543 -0.067
C 2.1634 0.6535 -2.3723 -0.206
H 0.4482 -3.2425 -4.1582 0.111
C 5.3368 -1.5304 2.0306 0.007
C -1.2218 0.1408 2.6605 -0.171
C 1.0327 -3.8066 0.5298 -0.158
C -1.6637 2.6622 -3.8872 -0.228
H 5.2679 3.1514 -1.6649 0.095
C 1.5078 -0.1024 -3.4436 -0.201
C 1.2223 0.5058 -4.6632 -0.033
H -2.5527 4.0477 -2.4681 0.041
C 0.6219 -0.2208 -5.6783 -0.055
N 1.9659 -1.5014 0.7004 -0.033
H -1.8203 2.3441 -4.9207 0.119
C 4.8443 2.6399 -0.8042 0.010
C 3.1955 1.5734 -2.5078 0.069
H 3.9306 2.0961 3.9126 0.094
H 5.2889 -0.9017 2.9198 0.094
C -3.5897 -1.3308 2.5891 -0.037
H 3.4358 3.4646 2.9139 0.095
C -0.9104 -4.5358 -0.7187 -0.083
H 1.7823 -5.2439 1.9450 0.122
N -0.9772 -0.0086 -1.4726 -0.120
Rh 0.5140 -0.3308 0.0665 1.233
C 0.6749 1.7349 3.5758 0.059
C -1.3042 -1.0507 1.9236 -0.073
H 2.7545 3.2589 4.5300 0.095
H -3.7322 3.2476 -3.5127 0.075
```

- What is the net charge in the first record?
  +2